1.
Density functional theory data (ωB97M-V/def2-TZVPD) for 12 unconnected molecules or ions with the total composition C5H37N2O12.

The geometry in XYZ format:
```
56
C5H37N2O12, DFT ωB97M-V/def2-TZVPD
C -0.32069 -2.45261 2.07158
O -1.07928 -3.25593 1.24631
C 0.41826 -1.28914 1.27190
C 0.88281 -0.13507 2.11390
C 1.76325 1.02176 1.53891
C 2.50502 0.61068 0.21807
N 1.98974 0.98368 -1.07460
N -0.69792 -0.76021 0.38794
H 0.40801 -3.05954 2.59032
H -1.03066 -2.02989 2.77219
H -0.66042 -3.65493 0.45550
H 1.16204 -1.71056 0.61786
H 1.34583 -0.63115 2.99781
H 0.19033 0.44755 2.81488
H 1.12651 1.93472 1.38950
H 2.56241 1.18175 2.26159
H 2.58988 -0.51504 0.27416
H 3.54435 1.00421 0.31053
H 2.44948 1.82354 -1.45053
H 0.99240 1.08338 -1.15136
H -0.44540 -0.17494 -0.40315
H -1.12955 -1.47237 -0.21686
H -1.36153 -0.21630 0.97286
H 0.34406 -0.33779 -2.57052
H -0.09437 -1.41345 -3.36825
O -0.53471 -0.78374 -2.77953
H -0.65385 3.80521 -1.11626
H -0.08777 3.32667 0.29331
O 0.02304 3.95123 -0.45138
H -1.17496 1.43116 -3.77866
H -1.89335 2.70372 -3.57834
O -1.22680 2.14579 -3.12871
H -0.30174 -5.51978 -0.09021
H 0.01592 -4.97414 -1.51823
O 0.09085 -4.78125 -0.57883
H -2.55757 1.66184 -0.70235
H -2.45860 1.62891 0.70894
O -1.91948 1.34120 -0.04395
H 2.32837 -3.58298 2.01281
H 3.20313 -3.70600 0.66996
O 2.76827 -3.12492 1.29596
H -3.19593 -1.50792 0.07645
H -4.30610 -0.99622 -1.05536
O -3.53956 -0.82466 -0.50304
H -1.63427 3.85955 1.03044
H -0.95623 3.97164 2.44799
O -1.51409 3.42763 1.88079
H -2.61675 1.55648 3.13455
H -3.24655 0.18723 2.73934
O -2.42145 0.60868 3.08305
H 1.55551 3.99319 -2.32007
H 0.40874 3.01309 -2.68735
O 1.30152 3.30075 -2.93584
H 2.67422 -1.14969 -3.42942
H 2.40140 -0.70257 -2.01359
O 2.01425 -1.24244 -2.73303
```

Results
E_LUMO = -2.46 eV
Total charge = +1
ΔE to the lowest compared entry with this formula, charge and spin = 382.76 kJ/mol
E = -33329.12089 eV
Highest occupied orbital energy = -12.023 eV
Gap between HOMO and LUMO = 9.563 eV

***

2.
Density functional theory data (ωB97M-V/def2-TZVPD) for 13 unconnected molecules or ions with the total composition C5H37N2O13.

The geometry in XYZ format:
```
57
C5H37N2O13, DFT ωB97M-V/def2-TZVPD
N 0.66371 1.00049 0.60217
C 1.34955 -0.25459 1.26330
C 2.41674 -0.62190 0.12573
C 1.71039 -1.16544 -0.98493
O 0.50400 -1.37647 -1.07391
C 1.71063 0.10030 2.70384
N 1.55310 -0.91067 3.76949
C 0.25566 -1.57118 3.85582
H 0.25768 0.66367 -0.21072
H -0.17096 1.28010 1.05074
H 1.29651 1.77569 0.23037
H 0.57351 -1.06773 1.23067
H 2.81456 0.56954 -0.21139
H 3.49443 -1.13983 0.35005
H 2.41360 -1.67074 -1.79929
H 2.77515 0.31963 2.53027
H 1.22905 0.99386 3.01491
H 2.25175 -1.64518 3.74533
H -0.50715 -1.01859 4.58944
H -0.45416 -1.86305 3.01025
H 0.50592 -2.38567 4.53824
H 3.66185 -3.92079 0.26505
H 2.33500 -4.40187 -0.12340
O 2.79176 -3.98831 0.62231
H 0.33058 1.61521 -3.42306
H 1.04972 2.20386 -4.75898
O 1.15935 2.05543 -3.72603
H 0.68674 -3.27726 1.24783
H -0.54744 -3.96140 1.63992
O -0.09354 -3.01345 1.71735
H -3.28476 -1.85050 -1.02937
H -3.89200 -0.53182 -1.40561
O -3.83696 -1.43648 -1.64141
H -0.24731 1.68940 4.52125
H -1.63554 2.32885 3.87394
O -0.72483 1.94249 3.73334
H -3.88801 2.43518 -0.66296
H -4.14885 2.23859 -2.13610
O -3.57203 2.15795 -1.49201
H 3.38642 -0.30353 -3.71840
H 2.27043 0.74470 -3.56025
O 2.68867 -0.04970 -3.16575
H -2.52199 -1.42822 -2.58093
H -1.03975 -1.25748 -3.17501
O -1.76092 -0.79828 -2.74624
H -3.92623 2.48617 1.92001
H -3.28717 1.19686 1.56633
O -3.81023 1.90389 1.18015
H -2.27203 1.97964 -3.70827
H -1.75026 0.74032 -3.35461
O -1.44527 1.63136 -3.52723
H 1.86636 2.48868 -2.13697
H 3.16756 3.05552 -1.43558
O 2.23038 2.76613 -1.25529
H -1.92363 0.13088 -0.09057
H -2.69788 1.48196 -0.00565
O -1.96184 0.93377 0.24176
```

Results
E_LUMO = -2.27 eV
Total charge = +1
ΔE to the lowest compared entry with this formula, charge and spin = 793.53 kJ/mol
E = -35373.05701 eV
Highest occupied orbital energy = -11.249 eV
Gap between HOMO and LUMO = 8.979 eV

***

3.
Density functional theory data (ωB97M-V/def2-TZVPD) for 13 unconnected molecules or ions with the total composition C5H37NO12.

The geometry in XYZ format:
```
55
C5H37NO12, DFT ωB97M-V/def2-TZVPD
C -1.57358 -1.51259 0.21357
N -2.36960 -0.48112 0.93970
C -2.86249 0.79414 0.26033
C -2.90796 1.84092 1.36510
C -3.46969 -1.06831 1.60495
C -2.22015 -2.94750 -0.00715
H -0.61012 -1.54785 0.75026
H -1.34380 -1.17012 -0.75206
H -3.87830 0.69488 -0.13795
H -1.98895 1.00942 -0.49343
H -3.42959 2.70511 1.24171
H -3.37284 1.42826 2.39832
H -1.87614 2.06934 1.65239
H -3.08834 -1.96912 2.23072
H -4.31504 -1.42969 0.80899
H -4.08190 -0.39212 2.26583
H -1.76969 -3.64958 -0.70086
H -2.37829 -3.43416 0.87019
H -3.19476 -2.92446 -0.53277
H 1.30123 -2.43018 -3.88699
H 1.84107 -2.72515 -2.58171
O 0.99460 -2.83975 -3.02289
H -1.58419 3.66882 0.21919
H -0.17901 4.44205 0.47857
O -0.62466 3.59725 0.25993
H -0.59524 -2.24010 -2.72050
H -1.56411 -3.24554 -2.95162
O -1.49260 -2.32532 -2.58546
H 3.49982 -0.32286 -0.17426
H 3.21787 1.24328 0.01194
O 3.40837 0.56388 -0.68515
H -0.35688 -0.26685 -3.60292
H -1.45927 0.09896 -2.49289
O -0.69828 0.48462 -3.01521
H 2.20154 2.92641 0.44558
H 0.91317 3.07279 -0.36989
O 1.83115 3.23178 -0.39884
H -0.73873 0.65765 1.75355
H 0.30733 0.06384 2.72069
O 0.32405 0.40850 1.84526
H 4.54982 0.03522 1.41243
H 3.81723 -0.09557 2.80472
O 4.04307 -0.56285 1.89805
H 2.66505 2.46288 -2.36704
H 1.55841 1.58965 -2.92602
O 2.41790 1.97654 -3.16193
H 1.43531 1.75509 2.60999
H 1.69217 2.88605 3.49269
O 2.19192 2.12458 2.94622
H 2.51195 -0.35782 -2.19826
H 3.42443 -0.23683 -3.32889
O 2.94181 -0.94224 -2.90732
H 2.54963 -2.33016 2.04057
H 2.26454 -1.78078 3.54544
O 2.12078 -2.60326 2.91514
```

Results
E_LUMO = -0.06 eV
ΔE to the lowest compared entry with this formula, charge and spin = 445.84 kJ/mol
E = -31842.23477 eV
Highest occupied orbital energy = -8.615 eV
Gap between HOMO and LUMO = 8.553 eV

***

4.
Density functional theory data (ωB97M-V/def2-TZVPD) for 14 unconnected molecules or ions with the total composition C5H37NO14.

The geometry in XYZ format:
```
57
C5H37NO14, DFT ωB97M-V/def2-TZVPD
C -1.46493 -1.15130 -1.57107
C -0.75459 0.06259 -1.14453
N 0.23074 -0.12225 -0.24763
C 0.73130 -1.34976 0.48638
C -0.11376 -1.49845 1.72076
C 0.62749 -1.14743 3.03010
O -0.94828 1.21091 -1.54812
H -2.51737 -1.17136 -1.30011
H -1.13806 -1.99887 -1.03210
H -1.53989 -1.30370 -2.63845
H 0.52308 0.63800 0.30107
H 1.79536 -1.30452 0.61945
H 0.53984 -2.32542 -0.19224
H -0.61657 -2.43044 1.85010
H -0.90021 -0.76303 1.53299
H 1.66059 -1.38368 3.18995
H 0.55265 0.02229 3.03985
H 0.39655 -1.71781 3.88447
H 1.00773 1.96573 2.14644
H 2.21056 2.33289 1.04692
O 1.52258 1.64304 1.33253
H 2.13948 -3.51181 -0.34044
H 3.38627 -3.75835 -1.10491
O 2.46425 -4.09325 -1.00378
H 1.54415 0.07818 -4.62031
H 1.35265 1.28263 -3.66771
O 1.19921 0.92390 -4.58037
H 0.74161 1.62121 -1.99060
H 2.04142 1.06900 -1.36375
O 1.72594 1.81091 -2.00884
H -2.80060 -1.73029 2.85293
H -2.34200 -1.18168 4.11539
O -2.03786 -1.85916 3.47291
H 2.00643 -2.10774 -3.26086
H 2.13933 -1.10509 -2.22636
O 2.72547 -1.65703 -2.74595
H 1.89776 3.65649 -0.47813
H 2.95204 2.99042 -1.24565
O 2.85275 3.39759 -0.37600
H -0.97439 0.78475 3.50330
H -0.42726 1.16730 4.74706
O -1.18424 1.51202 4.13682
H -4.11057 2.13319 0.90524
H -3.43118 2.35449 2.37285
O -4.03897 1.79458 1.84016
H -1.41728 2.70084 -1.12391
H -2.88717 2.96246 -1.72755
O -2.22830 3.35483 -1.10370
H -4.76677 -0.96440 1.00590
H -4.39534 -0.02101 2.07433
O -4.41922 -0.87706 1.89588
H -0.77428 -0.66285 -4.03287
H -1.03633 0.65724 -4.74193
O -1.44406 -0.19569 -4.54453
H 3.19902 -0.16695 0.63415
H 4.48130 0.09623 -0.13404
O 4.06191 -0.66335 0.35850
```

Results
E_LUMO = -0.21 eV
ΔE to the lowest compared entry with this formula, charge and spin = 526.13 kJ/mol
E = -35938.46256 eV
Highest occupied orbital energy = -10.714 eV
Gap between HOMO and LUMO = 10.502 eV

***

5.
Density functional theory data (ωB97M-V/def2-TZVPD) for 14 unconnected molecules or ions with the total composition C5H37NO14.

The geometry in XYZ format:
```
57
C5H37NO14, DFT ωB97M-V/def2-TZVPD
C -0.76826 -1.86946 -2.02131
N -0.81536 -0.87025 -1.07152
C 0.44114 -0.10472 -0.87034
C -2.23813 -2.10758 0.41776
C -1.79233 -0.72173 -0.15497
C -3.01926 0.02392 -0.60126
O -1.82131 -2.45751 -2.42602
H 0.14454 -1.80665 -2.55060
H 0.30878 0.95534 -0.60552
H 0.99606 -0.65586 -0.04911
H 1.03329 -0.22835 -1.78513
H -3.06561 -1.89561 1.23636
H -2.77335 -2.58725 -0.40956
H -1.53216 -2.80124 0.83614
H -1.42748 -0.28767 0.83948
H -3.81618 -0.74226 -0.38780
H -2.90641 0.40073 -1.65100
H -3.22075 0.97769 -0.16365
H -1.78525 2.68865 1.81079
H -2.91275 3.65038 1.94576
O -2.16381 3.58233 1.47103
H 3.77155 -2.66771 0.18314
H 2.35747 -2.39653 -0.48896
O 3.10966 -2.00956 -0.16745
H 0.10466 2.81399 -0.91483
H -0.56249 3.36389 0.11506
O 0.05842 3.66712 -0.51005
H -1.32742 1.03900 3.58018
H -0.12151 1.68175 2.94655
O -1.09952 1.50555 2.85727
H 0.49986 -0.17315 3.53849
H 1.09585 -0.54148 4.82620
O 0.33349 -0.23683 4.47039
H 2.29790 2.36731 -2.01065
H 3.38975 1.70819 -1.11181
O 3.11797 2.48673 -1.50761
H 1.96193 -4.38775 -1.00019
H 0.38865 -4.22109 -1.14408
O 1.14202 -3.75546 -0.80114
H -1.72875 -4.10263 -1.05846
H -1.75130 -4.38054 -2.44069
O -1.36706 -4.77804 -1.61466
H -1.09802 -0.18315 -4.07072
H -1.66101 0.51914 -2.69007
O -1.55593 0.61875 -3.68058
H 2.02484 3.58089 1.28540
H 3.44750 3.62443 1.05833
O 2.84395 3.15062 1.63236
H 2.10658 0.87977 2.22602
H 2.03718 1.87904 3.23659
O 1.41294 1.32751 2.70911
H 2.24793 -1.16464 2.51190
H 2.98845 -1.10142 1.08990
O 2.84414 -0.79621 1.99442
H -0.41485 1.94606 -3.35296
H -0.00285 3.25064 -2.65980
O 0.24261 2.34289 -2.84617
```

Results
Expectation value of S² = 0.780
E_LUMO (spin up / spin down) = -4.75 / -8.97 eV
Multiplicity = 2
Total charge = +1
ΔE to the lowest compared entry with this formula, charge and spin = 507.20 kJ/mol
E = -35928.57270 eV
Highest occupied orbital energy (spin up / spin down) = -13.359 / -13.359 eV
Gap between HOMO and LUMO (spin up / spin down) = 8.607 / 4.387 eV